(1)
C43H52DyN5O15SSi | ωB97M-V with the def2-TZVPD basis set

```
118
Properties=species:S:1:pos:R:3:forces:R:3:lowdin_spin:R:1
Dy 1.353 -0.264 0.182 0.954 0.705 -0.403 3.054
O 3.076 0.704 -3.642 -0.833 0.906 1.347 -0.001
C 2.888 1.023 -2.435 1.594 -1.707 -0.045 -0.001
O 2.936 0.125 -1.481 -0.693 1.251 -0.701 -0.007
C 2.884 2.485 -2.029 -0.219 -0.958 -0.752 -0.001
C 3.532 3.372 -2.889 -0.126 -1.030 0.198 0.012
C 3.646 4.672 -2.501 -0.625 1.136 0.775 0.003
C 3.040 5.115 -1.302 0.296 -0.264 1.251 0.027
C 2.373 4.228 -0.449 0.721 1.329 -1.229 0.026
C 2.257 2.874 -0.828 -1.166 -1.407 2.178 0.007
O 1.600 2.055 -0.006 0.904 0.635 -1.341 -0.002
N 1.715 4.743 0.759 -0.802 -1.228 -1.709 0.404
O 2.041 5.811 1.262 0.178 0.449 0.274 0.445
O 0.281 4.565 0.521 1.359 0.673 -0.404 0.059
N 4.126 5.679 -3.437 -0.179 -0.518 -1.301 0.000
O 4.792 5.334 -4.433 -0.622 0.388 1.602 0.001
O 3.704 6.810 -3.263 0.608 0.241 -0.068 -0.002
H 3.933 3.019 -3.836 -0.140 0.020 0.246 0.001
H 3.208 6.114 -0.898 -0.269 -0.050 -0.543 0.003
O -0.464 -1.606 1.096 -1.889 -0.922 -0.967 -0.010
C -0.986 -1.434 2.417 1.152 0.359 0.668 0.000
C -0.044 -0.369 3.061 1.832 1.297 -0.447 0.000
O -0.181 -0.138 4.238 -0.603 0.040 1.090 0.000
O 0.935 0.192 2.377 -1.525 -1.319 -0.630 -0.004
C -0.720 -2.705 3.254 -0.470 -0.521 -1.306 0.000
C -1.655 -3.727 3.320 -1.916 0.048 -0.922 0.000
C -1.422 -4.925 3.951 1.910 -0.242 1.520 0.000
C -0.161 -5.110 4.607 -1.445 1.395 -1.883 0.000
C 0.799 -4.116 4.475 0.759 -0.713 -0.109 0.000
C 0.541 -2.980 3.716 0.230 0.559 1.108 0.000
C -2.421 -0.942 2.454 -1.419 0.283 0.887 0.000
C -3.297 -1.067 1.376 -0.491 1.359 1.554 0.001
C -4.579 -0.471 1.451 1.077 -1.239 -1.542 0.000
C -5.018 0.222 2.532 -1.950 0.399 -0.330 0.000
C -4.231 0.257 3.633 2.053 -0.853 0.694 0.000
C -2.972 -0.354 3.647 0.117 -0.002 -1.723 0.000
H -1.103 -2.156 0.538 1.196 0.561 0.646 0.000
H -2.610 -3.618 2.763 0.563 0.146 0.590 0.000
H -2.144 -5.724 4.046 -0.202 0.127 -0.364 0.000
H 0.057 -6.066 4.977 0.360 -1.012 0.966 0.000
H 1.811 -4.282 4.886 -0.613 0.179 -0.250 0.000
H 1.281 -2.209 3.591 0.497 -0.047 0.065 0.000
H -3.026 -1.512 0.462 0.236 -0.572 -1.063 0.000
H -5.160 -0.627 0.566 -0.473 0.214 -0.379 0.000
H -6.030 0.684 2.590 0.880 -0.384 -0.352 0.000
H -4.587 0.744 4.493 -0.229 0.534 1.153 0.000
H -2.333 -0.305 4.493 0.265 0.103 0.683 0.000
C 4.487 -2.610 1.973 -1.133 -0.619 -0.482 0.000
C 3.938 -3.033 0.594 -0.869 1.209 0.507 0.000
C 4.799 -2.490 -0.522 1.685 0.345 0.616 0.000
C 2.507 -2.453 0.488 0.085 0.366 -0.730 -0.003
H 5.455 -3.012 2.126 1.343 -0.129 0.207 0.000
H 3.866 -3.029 2.760 -0.262 -0.094 0.175 0.000
H 4.445 -1.531 2.097 0.227 0.122 -0.187 0.000
H 3.905 -4.110 0.491 0.142 -0.661 0.310 0.000
H 4.885 -1.410 -0.384 0.687 0.113 0.468 0.000
H 4.277 -2.418 -1.431 -0.689 -0.808 -1.567 0.000
H 5.830 -2.996 -0.654 -1.573 0.816 0.253 0.000
H 1.820 -2.885 1.234 0.182 -0.194 -0.156 0.000
H 2.115 -2.701 -0.537 -0.021 -0.056 0.572 -0.001
C -1.140 3.411 -5.492 0.332 0.489 1.713 0.000
C -0.189 2.824 -4.418 -0.292 -0.546 0.053 0.001
O 0.860 2.144 -5.087 0.990 -0.742 0.407 0.000
H -1.779 4.197 -4.991 0.443 -0.873 -0.686 0.000
H -1.743 2.639 -5.974 0.114 0.176 0.088 0.000
H -0.469 3.890 -6.187 -0.075 0.288 -0.605 0.000
H -0.738 2.136 -3.771 -0.115 -0.128 0.048 0.001
H 0.214 3.591 -3.746 -0.032 0.277 -0.226 0.000
H 1.500 1.643 -4.485 -1.144 0.947 -0.773 0.000
C 0.375 3.383 3.087 0.650 0.377 0.354 0.002
Si -0.638 3.718 1.611 -0.470 -1.438 -0.219 0.003
C -1.439 2.188 0.715 1.451 1.154 0.484 0.000
C -1.909 5.032 2.025 0.346 0.027 -0.694 0.000
C -1.488 6.352 1.909 0.696 1.254 0.124 0.001
C -2.398 7.395 1.920 -0.382 1.131 0.563 0.000
C -3.775 7.145 1.976 0.390 -1.309 -0.165 0.000
C -4.228 5.813 2.022 1.979 0.690 0.714 0.000
C -3.266 4.804 2.119 -1.052 -1.070 -1.000 0.000
H 0.084 2.486 3.574 -0.486 -0.904 0.612 0.000
H 0.280 4.213 3.781 -0.117 0.172 0.194 0.000
H 1.437 3.255 2.913 0.171 -0.031 -0.404 0.001
H -1.358 2.364 -0.351 -0.279 0.131 -0.293 0.000
H -2.432 1.988 1.019 -1.277 -0.004 0.133 0.000
H -0.911 1.262 0.901 0.373 -0.034 0.302 -0.001
H -0.434 6.679 1.777 -0.638 -0.829 0.167 0.000
H -2.021 8.454 1.965 -0.476 -1.177 -0.349 0.000
H -4.480 7.938 1.924 -0.471 0.668 0.043 0.000
H -5.241 5.526 2.085 -1.086 0.058 -0.151 0.000
H -3.613 3.754 2.020 0.133 0.680 0.481 0.000
C 0.313 -5.935 0.847 -1.432 -1.228 0.819 0.000
C 0.564 -5.304 -0.468 0.685 -0.799 -1.766 0.000
S -0.934 -4.854 -1.295 -0.742 1.887 -0.109 0.000
O -1.438 -3.617 -0.664 0.877 -1.034 -0.880 0.000
O -1.886 -5.940 -1.285 0.445 -0.395 -0.215 0.000
C -0.381 -4.586 -3.110 -0.375 -0.855 2.113 0.001
C -1.134 -3.451 -3.765 -0.180 0.366 0.151 0.003
N -0.963 -2.088 -3.174 -0.276 -1.992 0.253 0.026
C 0.203 -1.536 -2.716 -0.062 -0.062 -1.101 0.030
N -0.031 -0.531 -1.916 -0.246 0.171 1.513 0.004
C -1.404 -0.470 -1.736 -0.643 -2.158 -1.379 0.122
C -1.984 -1.495 -2.486 -0.823 1.443 0.164 0.016
N -3.332 -1.793 -2.664 -0.119 0.844 0.355 0.299
O -3.709 -2.519 -3.653 0.019 -0.389 -0.256 0.221
O -4.198 -1.127 -1.972 0.744 -0.220 0.191 0.239
C 1.513 -2.003 -3.204 1.080 -0.523 0.614 0.005
H 1.236 -6.092 1.357 0.827 -0.421 0.215 0.000
H -0.237 -6.906 0.691 0.648 0.833 0.314 0.000
H -0.272 -5.362 1.576 -0.079 0.288 -0.521 0.000
H 1.053 -6.021 -1.180 -0.441 0.257 0.582 0.000
H 1.246 -4.466 -0.460 -0.136 0.644 0.254 0.000
H -0.649 -5.585 -3.518 -0.017 0.766 -0.054 0.000
H 0.709 -4.498 -3.140 -0.181 0.162 0.281 0.000
H -2.244 -3.666 -3.795 1.200 0.587 -0.243 0.000
H -0.669 -3.394 -4.731 -0.341 -0.017 -0.954 0.001
H -1.986 -0.039 -0.984 -0.162 1.462 0.947 0.011
H 1.386 -2.518 -4.161 0.105 -0.084 0.162 0.000
H 1.955 -2.708 -2.419 -0.297 0.767 -1.265 0.002
H 2.218 -1.163 -3.356 -0.395 -0.494 0.179 0.000
```
Forces are in eV/Å.

frontier orbital gap (alpha / beta) = 0.1746 / 0.2494 Ha
spin multiplicity = 6
net charge = -2
ΔE to the lowest compared entry with this formula, charge and spin = 4.8 kcal/mol

(2)
C43H52N5O5OsS | ωB97M-V with the def2-TZVPD basis set

```
107
Properties=species:S:1:pos:R:3:forces:R:3:lowdin_spin:R:1
Os 0.793 -0.014 0.534 -0.885 -0.808 -0.359 1.396
C 3.303 -0.967 -2.112 0.055 -0.016 -0.176 0.023
C 4.165 -1.871 -1.237 -0.098 0.108 0.165 0.021
C 5.024 -1.018 -0.283 -0.008 0.001 -0.021 0.014
C 3.429 -2.992 -0.524 -0.012 0.077 -0.078 0.202
C 3.964 -4.237 -0.571 0.037 -0.219 0.022 0.008
C 3.415 -5.339 0.116 -0.029 -0.015 -0.003 0.309
C 2.292 -5.157 0.937 0.177 -0.076 -0.017 -0.001
C 1.683 -3.951 1.073 -0.077 0.360 0.029 0.228
C 0.476 -3.819 1.982 0.103 -0.244 0.013 0.022
C 0.782 -4.267 3.424 -0.003 -0.020 -0.115 0.011
C -0.688 -4.639 1.415 -0.075 0.046 -0.118 0.012
C 2.134 -2.769 0.221 -0.082 0.081 0.121 0.060
N 2.147 -1.476 0.969 0.389 -0.020 0.157 0.090
C 2.889 -1.452 2.115 -0.104 -0.045 -0.291 0.023
O 3.642 -2.307 2.524 0.046 -0.237 0.042 0.069
C 2.681 -0.174 2.837 -0.091 -0.039 -0.129 0.008
C 3.296 0.171 4.020 0.131 0.037 0.178 -0.001
C 3.053 1.428 4.550 0.053 0.021 0.039 0.005
C 2.251 2.316 3.842 0.097 0.092 0.182 -0.001
C 1.682 1.893 2.667 -0.080 -0.096 -0.134 0.005
N 1.858 0.651 2.198 -0.254 0.039 0.186 0.001
C 0.948 2.781 1.737 -0.047 -0.049 -0.088 0.026
O 0.838 3.977 1.913 -0.123 0.108 0.011 0.042
N 0.548 2.094 0.623 0.260 0.286 0.018 0.090
C -0.091 2.867 -0.340 -0.191 0.290 -0.107 0.293
C -1.499 3.274 -0.148 0.650 -0.108 0.020 0.118
C -2.119 3.888 -1.200 0.109 0.179 -0.337 0.017
C -1.398 4.247 -2.345 0.341 -0.065 -0.005 0.233
C -0.002 4.005 -2.455 -0.744 0.215 -0.316 0.041
C 0.666 3.314 -1.498 -0.126 -0.294 0.451 0.071
C 2.156 3.108 -1.633 -0.102 -0.026 -0.073 0.005
C 2.499 2.434 -2.964 -0.007 0.064 -0.029 0.002
C 2.881 4.453 -1.496 -0.022 0.045 0.069 0.003
C -2.243 3.071 1.141 0.016 0.229 0.161 0.012
C -2.321 4.418 1.903 -0.068 -0.110 -0.155 0.010
C -3.660 2.524 0.941 -0.012 -0.089 -0.106 0.005
H 3.950 -0.315 -2.704 -0.019 -0.022 0.020 0.001
H 2.662 -0.328 -1.506 -0.120 0.103 0.061 0.017
H 2.665 -1.536 -2.790 0.021 0.022 0.028 0.001
H 4.854 -2.382 -1.911 0.068 -0.050 0.022 0.001
H 4.416 -0.256 0.217 0.044 -0.049 -0.029 0.001
H 5.806 -0.498 -0.844 -0.089 -0.030 0.027 0.002
H 5.500 -1.632 0.483 -0.001 0.026 -0.042 0.000
H 4.869 -4.385 -1.153 -0.055 -0.020 0.037 -0.005
H 3.868 -6.318 0.021 -0.003 0.079 0.024 0.018
H 1.908 -6.006 1.497 0.045 0.086 -0.066 -0.006
H 0.159 -2.783 2.007 0.011 0.277 0.025 -0.001
H 0.814 -5.358 3.489 0.031 0.083 0.014 0.000
H -0.001 -3.918 4.105 0.045 -0.053 -0.073 0.001
H 1.743 -3.885 3.770 -0.027 0.041 -0.008 0.000
H -0.393 -5.684 1.288 -0.046 0.074 0.006 0.000
H -1.006 -4.252 0.441 0.043 -0.039 0.104 0.000
H -1.538 -4.618 2.101 -0.061 0.027 0.011 0.002
H 3.954 -0.553 4.483 -0.031 0.032 -0.012 0.000
H 3.512 1.728 5.483 -0.027 -0.012 -0.034 0.000
H 2.073 3.334 4.161 0.024 -0.043 -0.005 0.000
H -3.169 4.138 -1.132 0.025 0.013 -0.042 -0.002
H -1.911 4.753 -3.157 0.053 -0.040 0.050 0.010
H 0.531 4.362 -3.330 -0.126 0.014 0.060 0.000
H 2.493 2.469 -0.822 0.012 -0.199 0.144 0.004
H 2.243 3.083 -3.807 0.053 -0.083 0.060 0.000
H 1.972 1.488 -3.082 0.065 0.003 0.034 0.000
H 3.570 2.234 -3.012 -0.001 0.014 -0.010 0.000
H 2.630 5.119 -2.326 -0.006 -0.034 0.039 0.000
H 3.960 4.295 -1.508 -0.020 -0.007 -0.012 0.000
H 2.618 4.956 -0.563 0.010 -0.022 -0.032 0.000
H -1.690 2.357 1.742 0.045 -0.010 0.087 0.001
H -2.930 5.132 1.339 0.024 -0.064 0.050 0.000
H -1.342 4.856 2.070 0.046 -0.036 -0.006 0.000
H -2.800 4.250 2.869 0.001 0.015 -0.041 0.001
H -4.321 3.270 0.491 0.057 -0.047 0.035 0.000
H -4.079 2.270 1.915 0.000 -0.003 -0.021 0.001
H -3.672 1.628 0.314 0.001 0.118 0.070 0.000
C -3.797 -3.231 -1.067 0.033 0.011 0.007 0.002
C -4.346 -2.043 -0.291 0.091 -0.076 0.048 0.002
N -3.399 -1.592 0.747 -0.011 0.073 -0.070 0.024
C -3.640 -2.133 2.091 -0.041 0.015 -0.145 0.006
C -4.637 -1.290 2.870 -0.017 0.057 -0.016 0.003
C -2.428 -0.731 0.456 -0.094 -0.253 0.124 0.024
S -1.381 -0.211 1.750 0.219 0.145 -0.072 0.174
N -2.446 -0.259 -0.804 -0.019 -0.099 0.075 0.003
C -1.518 0.326 -1.501 0.191 0.017 0.041 0.009
O -0.269 0.501 -1.226 0.090 0.221 -0.105 0.094
C -1.953 0.873 -2.823 0.209 -0.069 -0.040 0.006
C -3.302 1.098 -3.081 -0.097 0.097 0.032 0.000
C -3.701 1.618 -4.302 0.020 0.015 -0.045 0.000
C -2.757 1.898 -5.285 0.007 -0.030 0.046 -0.001
C -1.410 1.660 -5.041 0.029 -0.022 0.108 0.002
C -1.009 1.153 -3.810 -0.076 -0.014 -0.014 0.005
H -4.502 -3.524 -1.847 0.029 0.009 0.053 0.000
H -3.634 -4.091 -0.414 0.009 0.040 -0.024 0.000
H -2.848 -2.968 -1.538 -0.039 -0.016 0.012 0.000
H -5.271 -2.306 0.221 0.006 0.014 0.017 0.000
H -4.545 -1.214 -0.961 -0.010 0.074 -0.015 0.000
H -2.695 -2.191 2.615 0.181 -0.062 0.082 0.003
H -4.010 -3.149 1.958 0.007 -0.013 -0.040 0.000
H -4.208 -0.315 3.111 -0.033 -0.033 -0.021 0.002
H -4.899 -1.791 3.804 0.023 0.035 -0.037 0.000
H -5.556 -1.135 2.299 0.048 -0.020 0.049 0.000
H -4.033 0.879 -2.312 0.041 -0.023 -0.041 0.000
H -4.751 1.796 -4.495 0.025 -0.003 0.010 0.000
H -3.074 2.284 -6.246 0.005 0.007 0.028 0.000
H -0.673 1.861 -5.810 -0.041 -0.033 0.042 0.000
H 0.034 0.947 -3.613 -0.048 0.010 -0.020 0.000
O 0.128 -1.694 -0.171 0.196 -0.573 0.032 0.066
O 1.137 -2.508 -0.795 -0.253 0.635 0.117 0.050
```
Forces are in eV/Å.

frontier orbital gap (alpha / beta) = 0.2106 / 0.1643 Ha
spin multiplicity = 5
net charge = +1